1.
The following is a DFT calculation (ωB97M-V with the def2-TZVPD basis set) of C4H13N3O in the gas phase.

Values from the calculation:
Energy relative to the best compared isomer or geometry (same formula, charge and spin): 2.127 eV
Calculated total energy: -399.66910 a.u.
Gap between HOMO and LUMO: 9.9 eV
SMILES: CNN[C@@H](N)[C@H](C)O
Maximum force: 0.8 eV/A
Net charge: 0

Last column: natural (NBO) charge in e.
Element x y z (Å)
C (0.21, -2.37, 0.81)  -0.429
N (1.29, -1.40, 0.73)  -0.466
N (1.08, -0.35, -0.19)  -0.502
C (0.37, 0.79, 0.37)  0.067
N (1.28, 1.90, 0.61)  -0.839
C (-0.76, 1.27, -0.57)  0.086
C (-1.99, 0.37, -0.50)  -0.625
O (-0.33, 1.29, -1.92)  -0.724
H (-0.03, -2.83, -0.16)  0.163
H (-0.68, -1.88, 1.20)  0.191
H (0.51, -3.16, 1.50)  0.205
H (2.15, -1.87, 0.46)  0.349
H (0.64, -0.66, -1.06)  0.345
H (-0.06, 0.53, 1.34)  0.186
H (1.83, 2.08, -0.23)  0.343
H (1.95, 1.64, 1.33)  0.365
H (-1.03, 2.29, -0.25)  0.177
H (-2.40, 0.37, 0.50)  0.212
H (-1.72, -0.65, -0.79)  0.204
H (-2.73, 0.73, -1.20)  0.223
H (0.42, 1.89, -1.99)  0.469

---

2.
The following is a DFT calculation (ωB97M-V with the def2-TZVPD basis set) of 2 unconnected molecules or ions with the total composition C4H13N3O at a distorted geometry.

Values from the calculation:
Energy relative to the best compared isomer or geometry (same formula, charge and spin): 1.736 eV
Calculated total energy: -399.36831 a.u.
Gap between HOMO and LUMO (alpha / beta): 9.0 / 4.5 eV
Multiplicity: 2
Maximum force: 1.7 eV/A
Net charge: +1
⟨S²⟩: 0.7847

Last column: Löwdin spin population.
Element x y z (Å)
C (-0.06, 0.22, -2.95)  0.053
N (-1.40, 0.02, -2.43)  0.455
C (-1.67, -0.82, -1.41)  0.005
N (-2.77, -1.50, -1.49)  0.432
H (-0.07, 1.04, -3.66)  0.003
H (0.62, 0.46, -2.13)  0.007
H (0.25, -0.70, -3.43)  0.031
H (-2.15, 0.04, -3.12)  0.004
H (-0.93, -0.83, -0.60)  -0.005
H (-2.88, -2.12, -0.69)  0.014
C (1.38, 1.25, 1.75)  0.000
O (2.70, 1.66, 2.05)  0.000
C (1.31, -0.21, 2.15)  0.000
N (0.01, -0.80, 1.85)  0.001
H (0.65, 1.86, 2.30)  0.000
H (1.17, 1.33, 0.67)  0.000
H (2.84, 2.58, 1.77)  0.000
H (2.07, -0.75, 1.57)  0.000
H (1.59, -0.31, 3.20)  0.000
H (-0.72, -0.45, 2.46)  0.000
H (0.05, -1.81, 1.97)  0.000

---

3.
The following is a DFT calculation (ωB97M-V with the def2-TZVPD basis set) of 2 unconnected molecules or ions with the total composition C4H13N3O2 at a distorted geometry.

Values from the calculation:
Energy relative to the best compared isomer or geometry (same formula, charge and spin): 1.284 eV
Calculated total energy: -474.92976 a.u.
Gap between HOMO and LUMO: 10.2 eV
SMILES: [H]/N=C(/[NH3+])[O-].C[C@@H](O)CN
Maximum force: 2.9 eV/A
Net charge: 0

Last column: natural (NBO) charge in e.
Element x y z (Å)
H (-1.23, -1.91, 4.48)  0.372
N (-1.66, -1.72, 3.59)  -0.909
C (-0.88, -1.47, 2.61)  0.777
N (-2.07, -1.24, 1.45)  -0.890
O (0.25, -1.23, 2.25)  -0.678
H (-2.77, -1.20, 2.33)  0.478
H (-1.82, -0.43, 0.88)  0.447
H (-2.17, -2.08, 0.89)  0.404
C (-0.29, 1.76, -1.85)  -0.627
C (0.55, 1.09, -0.77)  0.105
O (-0.34, 0.58, 0.22)  -0.780
C (1.42, -0.03, -1.34)  -0.237
N (2.43, 0.53, -2.23)  -0.840
H (0.37, 2.12, -2.64)  0.232
H (-1.00, 1.05, -2.27)  0.203
H (-0.86, 2.60, -1.43)  0.213
H (1.20, 1.84, -0.30)  0.152
H (0.19, 0.16, 0.92)  0.506
H (1.84, -0.60, -0.49)  0.172
H (0.79, -0.71, -1.92)  0.186
H (2.96, -0.21, -2.68)  0.362
H (3.09, 1.09, -1.70)  0.352

---

4.
The following is a DFT calculation (ωB97M-V with the def2-TZVPD basis set) of 2 unconnected molecules or ions with the total composition C4H13N3O2.

Values from the calculation:
Energy relative to the best compared isomer or geometry (same formula, charge and spin): 4.748 eV
Calculated total energy: -474.80244 a.u.
Gap between HOMO and LUMO: 8.0 eV
Maximum force: 0.6 eV/A
Net charge: 0

Last column: natural (NBO) charge in e.
Element x y z (Å)
C (0.33, 2.18, -1.05)  -0.433
C (-1.42, -0.47, 1.21)  -0.752
N (0.07, 1.45, 0.21)  -0.341
C (-1.05, 0.23, -0.05)  0.784
N (-0.21, 2.26, 1.35)  -0.641
O (-1.72, 0.38, -1.04)  -0.603
H (0.59, 2.87, 1.52)  0.359
H (-1.01, 2.84, 1.13)  0.359
H (0.62, 1.44, -1.80)  0.254
H (-0.58, 2.68, -1.37)  0.216
H (1.14, 2.89, -0.89)  0.198
H (-1.11, -1.52, 1.10)  0.285
H (-0.91, -0.06, 2.07)  0.236
H (-2.50, -0.41, 1.34)  0.232
C (0.91, -2.98, -0.94)  -0.424
N (0.82, -2.03, 0.16)  -0.353
O (0.75, -0.72, -0.37)  -0.730
H (0.85, 0.73, 0.36)  0.481
H (1.68, -2.07, 0.71)  0.321
H (1.03, -3.98, -0.52)  0.188
H (1.74, -2.76, -1.63)  0.169
H (-0.02, -2.95, -1.50)  0.196

---

5.
The following is a DFT calculation (ωB97M-V with the def2-TZVPD basis set) of 2 unconnected molecules or ions with the total composition C4H13N4 at a distorted geometry.

Values from the calculation:
Energy relative to the best compared isomer or geometry (same formula, charge and spin): 2.336 eV
Calculated total energy: -379.05559 a.u.
Gap between HOMO and LUMO (alpha / beta): 3.8 / 8.8 eV
Multiplicity: 2
Maximum force: 3.9 eV/A
Net charge: 0
⟨S²⟩: 0.7504

Last column: Löwdin spin population.
Element x y z (Å)
C (2.77, 2.50, -1.73)  0.001
N (1.38, 2.06, -1.42)  0.000
C (1.09, 1.67, -0.17)  0.009
N (-0.12, 1.44, 0.36)  0.001
H (2.76, 3.31, -2.50)  0.000
H (3.20, 2.86, -0.80)  0.000
H (3.39, 1.71, -2.15)  0.001
H (0.63, 2.27, -2.08)  0.000
H (2.00, 1.64, 0.42)  0.003
H (0.09, 1.64, 1.34)  0.001
C (-1.49, -2.40, 1.14)  0.136
C (-1.36, -1.27, 0.40)  0.044
N (-2.24, -0.29, 0.26)  0.003
N (-0.46, -3.46, 1.06)  0.270
H (-2.42, -2.62, 1.71)  0.025
H (-0.38, -1.06, -0.03)  0.029
H (-1.73, 0.61, 0.12)  0.000
H (-3.01, -0.37, 0.92)  0.001
H (-0.74, -4.38, 0.65)  0.165
H (-0.17, -3.76, 2.04)  0.163
H (0.39, -3.14, 0.61)  0.149

---

6.
The following is a DFT calculation (ωB97M-V with the def2-TZVPD basis set) of a molecular structure, C4H13N4 at a distorted geometry.

Values from the calculation:
Energy relative to the best compared isomer or geometry (same formula, charge and spin): 5.758 eV
Calculated total energy: -378.82415 a.u.
Gap between HOMO and LUMO: 9.4 eV
Maximum force: 5.0 eV/A
Net charge: +1

Last column: natural (NBO) charge in e.
Element x y z (Å)
C (-0.66, 0.26, -0.14)  0.710
C (-0.17, 2.60, 0.36)  -0.415
C (-2.60, -0.68, -1.15)  -0.409
C (1.19, -1.56, 1.28)  -0.482
N (-0.79, 1.50, -0.19)  -0.450
N (-1.41, -0.80, -0.41)  -0.612
N (1.08, -0.34, 0.52)  -0.459
N (2.20, -0.10, -0.24)  -0.518
H (-0.60, 2.71, 1.34)  0.230
H (-0.35, 3.50, -0.24)  0.230
H (0.88, 2.39, 0.46)  0.176
H (-3.35, -1.53, -1.07)  0.232
H (-3.13, 0.20, -0.80)  0.236
H (-2.31, -0.64, -2.13)  0.197
H (1.57, -2.37, 0.71)  0.180
H (1.75, -1.44, 2.18)  0.215
H (0.21, -1.88, 1.75)  0.253
H (2.14, -0.58, -1.21)  0.378
H (3.01, -0.41, 0.32)  0.449
H (-0.78, -1.66, -0.58)  0.413
H (2.13, 0.81, -0.74)  0.444

---

7.
The following is a DFT calculation (ωB97M-V with the def2-TZVPD basis set) of 2 unconnected molecules or ions with the total composition C4H13N4O at a distorted geometry.

Values from the calculation:
Energy relative to the best compared isomer or geometry (same formula, charge and spin): 1.354 eV
Calculated total energy: -454.36941 a.u.
Gap between HOMO and LUMO (alpha / beta): 4.1 / 8.9 eV
Multiplicity: 2
Maximum force: 2.6 eV/A
Net charge: 0
⟨S²⟩: 0.7531

Last column: Löwdin spin population.
Element x y z (Å)
C (1.79, -0.76, -2.80)  0.000
C (0.48, -0.83, -2.04)  0.001
O (0.29, -0.24, -1.01)  0.002
N (-0.64, -1.44, -2.62)  0.001
H (-1.52, -1.53, -2.12)  0.002
H (-0.61, -2.26, -3.21)  0.000
H (2.08, -1.79, -3.11)  0.000
H (2.55, -0.47, -2.04)  0.000
H (1.68, -0.07, -3.63)  0.000
C (-0.16, 2.16, 0.69)  0.011
C (-0.53, 0.26, 2.21)  0.493
N (-1.84, 0.22, 1.61)  0.115
N (0.28, 1.35, 1.86)  0.146
N (-0.15, -0.53, 3.27)  0.141
H (-1.98, 0.07, 0.61)  0.024
H (-2.33, -0.61, 1.96)  0.007
H (1.27, 1.41, 1.99)  0.017
H (0.69, -0.36, 3.78)  0.017
H (-0.51, -1.46, 3.44)  0.017
H (-0.80, 2.92, 1.21)  0.004
H (-0.63, 1.52, -0.04)  0.000
H (0.62, 2.44, -0.03)  0.001

---

8.
The following is a DFT calculation (ωB97M-V with the def2-TZVPD basis set) of 2 unconnected molecules or ions with the total composition C4H13N4O at a distorted geometry.

Values from the calculation:
Energy relative to the best compared isomer or geometry (same formula, charge and spin): 0.927 eV
Calculated total energy: -454.29369 a.u.
Gap between HOMO and LUMO: 10.9 eV
Maximum force: 2.0 eV/A
Net charge: +1

Last column: natural (NBO) charge in e.
Element x y z (Å)
C (-2.01, 0.76, 0.96)  -0.418
C (-0.70, -1.15, 1.77)  0.692
N (0.46, -0.48, 1.91)  -0.791
N (-1.86, -0.55, 1.58)  -0.536
N (-0.63, -2.47, 1.80)  -0.746
H (0.38, 0.52, 2.08)  0.408
H (1.10, -0.60, 1.12)  0.428
H (-2.73, -1.06, 1.69)  0.421
H (-1.36, -3.14, 1.64)  0.424
H (0.26, -2.91, 1.99)  0.424
H (-2.02, 0.60, -0.11)  0.242
H (-1.18, 1.44, 1.13)  0.220
H (-2.91, 1.26, 1.31)  0.225
C (2.18, 0.09, -2.00)  -0.742
C (0.96, 0.85, -1.71)  0.689
O (0.13, 0.59, -0.84)  -0.703
N (0.77, 1.95, -2.49)  -0.796
H (0.07, 2.63, -2.24)  0.414
H (1.56, 2.19, -3.06)  0.398
H (3.14, 0.59, -2.16)  0.254
H (2.05, -0.33, -3.01)  0.258
H (2.34, -0.77, -1.35)  0.234

---

9.
The following is a DFT calculation (ωB97M-V with the def2-TZVPD basis set) of 2 unconnected molecules or ions with the total composition C4H13N5O at a distorted geometry.

Values from the calculation:
Energy relative to the best compared isomer or geometry (same formula, charge and spin): 5.143 eV
Calculated total energy: -508.42911 a.u.
Gap between HOMO and LUMO (alpha / beta): 8.9 / 5.1 eV
Maximum force: 3.9 eV/A
Net charge: +2

Last column: natural (NBO) charge in e.
Element x y z (Å)
C (1.99, -0.91, 0.07)  0.761
C (-1.25, 0.27, 1.11)  -0.267
C (-2.61, 0.36, 0.47)  -0.286
C (-1.04, -0.61, -0.96)  -0.120
N (-0.28, -0.40, 0.24)  -0.094
N (2.02, -2.21, 0.19)  -0.742
N (0.98, -0.13, 0.14)  -0.173
N (-2.45, -0.53, -0.65)  -0.261
N (1.48, 1.93, -0.37)  -0.960
O (3.10, -0.28, -0.05)  -0.580
H (-0.87, 1.19, 1.42)  0.248
H (-1.23, -0.35, 2.02)  0.256
H (-3.26, 0.04, 1.30)  0.299
H (-2.90, 1.32, 0.11)  0.260
H (-0.97, 0.32, -1.66)  0.304
H (-0.61, -1.52, -1.36)  0.289
H (1.20, -2.70, 0.57)  0.434
H (2.88, -2.70, 0.12)  0.460
H (-3.24, -0.77, -1.22)  0.464
H (0.53, 2.18, -0.41)  0.369
H (1.69, 2.31, -1.24)  0.398
H (1.83, 2.57, 0.34)  0.414
H (3.02, 0.64, -0.20)  0.527

---

10.
The following is a DFT calculation (ωB97M-V with the def2-TZVPD basis set) of 2 unconnected molecules or ions with the total composition C4H13N5O2S at a distorted geometry.

Values from the calculation:
Energy relative to the best compared isomer or geometry (same formula, charge and spin): 2.386 eV
Calculated total energy: -981.80099 a.u.
Gap between HOMO and LUMO: 9.4 eV
Maximum force: 4.0 eV/A
Net charge: +2

Last column: natural (NBO) charge in e.
Element x y z (Å)
C (3.86, -1.03, -0.60)  0.501
C (-3.62, -1.34, -0.88)  -0.770
C (-0.14, -0.11, 1.17)  -0.252
C (0.77, -0.20, -0.10)  -0.295
N (2.29, 1.68, -0.19)  0.025
N (1.30, 2.44, -0.09)  -0.414
N (-1.41, -0.80, 0.71)  -0.874
N (4.61, -1.09, 0.25)  -0.424
N (2.17, 0.38, -0.15)  -0.379
O (-1.98, 0.86, -1.11)  -0.853
O (-3.49, 0.78, 0.83)  -0.895
S (-2.55, -0.04, -0.11)  2.228
H (3.44, -1.41, -1.48)  0.272
H (-4.48, -0.60, -1.30)  0.313
H (-2.93, -1.87, -1.60)  0.289
H (-3.92, -2.00, -0.09)  0.267
H (-0.24, 0.98, 1.40)  0.253
H (0.42, -0.58, 1.91)  0.239
H (1.07, -1.27, -0.40)  0.211
H (0.08, 0.34, -0.94)  0.262
H (-3.71, 1.74, 0.82)  0.587
H (1.67, 3.39, -0.02)  0.357
H (-1.40, -1.69, 1.14)  0.465
H (5.01, -0.66, 1.04)  0.476
H (3.18, 2.12, -0.22)  0.409